# 1
Molecular formula: C16H36N5O15S2
Method: DFT, ωB97M-V/def2-TZVPD

Output
2S+1: 1
Total energy: -2829.917670 Ha
Highest occupied orbital energy: -6.56 eV
Relative energy (zero: lowest compared OMol25 entry of this formula, charge and spin): 0.0 kcal/mol
M: 602.62 g mol⁻¹
Charge: -1

Geometry (Å):
N (0.17, -0.22, 0.14)
O (0.29, -0.99, -0.81)
O (0.06, -0.76, 1.20)
O (0.23, 0.97, -0.04)
C (1.02, 2.30, 2.95)
C (2.16, 2.35, 1.91)
O (3.18, 3.01, 2.68)
S (2.68, 3.59, 4.17)
O (3.03, 4.96, 4.42)
O (3.07, 2.62, 5.21)
O (1.08, 3.42, 3.69)
H (1.06, 1.39, 3.55)
H (0.01, 2.24, 2.55)
H (1.98, 2.95, 1.02)
H (2.47, 1.39, 1.51)
C (1.20, -3.38, -4.71)
C (0.14, -2.56, -3.83)
O (-0.97, -3.42, -3.69)
S (-1.00, -4.57, -4.93)
O (-1.17, -3.88, -6.23)
O (-1.77, -5.80, -4.60)
O (0.68, -4.66, -4.75)
H (2.18, -3.38, -4.22)
H (1.35, -3.04, -5.73)
H (-0.08, -1.57, -4.24)
H (0.64, -2.45, -2.87)
C (5.31, -0.87, -1.47)
C (3.89, -0.91, -0.93)
O (3.41, -1.91, -0.42)
N (3.12, 0.18, -1.07)
C (3.54, 1.51, -1.36)
H (5.85, -0.54, -0.57)
H (5.52, -0.22, -2.32)
H (5.59, -1.86, -1.80)
H (2.15, -0.06, -0.92)
H (2.85, 2.30, -1.07)
H (3.59, 1.58, -2.45)
H (4.52, 1.73, -0.94)
C (0.62, 3.29, -3.12)
C (-0.91, 3.17, -3.21)
O (-1.64, 3.92, -3.92)
N (-1.43, 2.24, -2.45)
C (-2.94, 2.10, -2.33)
H (1.22, 2.39, -3.00)
H (0.76, 3.93, -2.25)
H (0.85, 3.84, -4.03)
H (-0.93, 1.75, -1.72)
H (-3.52, 2.93, -1.93)
H (-3.16, 1.32, -1.61)
H (-3.48, 1.88, -3.25)
C (-3.42, -1.38, -2.14)
C (-3.73, -1.48, -0.70)
O (-4.83, -1.37, -0.17)
N (-2.68, -1.83, 0.04)
C (-2.78, -2.29, 1.40)
H (-2.35, -1.35, -2.37)
H (-3.99, -0.63, -2.68)
H (-3.73, -2.21, -2.77)
H (-1.87, -2.15, -0.47)
H (-3.44, -1.74, 2.08)
H (-1.83, -2.29, 1.93)
H (-3.19, -3.30, 1.39)
C (-1.31, -1.09, 7.39)
C (-1.38, 0.01, 6.34)
O (-0.85, 1.09, 6.55)
N (-2.08, -0.19, 5.19)
C (-2.13, 0.64, 3.93)
H (-1.39, -0.56, 8.34)
H (-0.40, -1.67, 7.21)
H (-2.19, -1.72, 7.27)
H (-2.49, -1.11, 5.06)
H (-1.77, 1.66, 4.07)
H (-3.17, 0.67, 3.60)
H (-1.44, 0.08, 3.30)

Results of the Löwdin charge analysis, in e, for atoms 1 through 5:
1 N -0.67
2 O -0.06
3 O 0.00
4 O -0.02
5 C -0.28

=====

# 2
Molecular formula: C19H31N2OW
Method: DFT, ωB97M-V/def2-TZVPD

Output
2S+1: 3
Total energy: -994.064668 Ha
Expectation value of S²: 2.02
Highest occupied orbital energy (spin up / spin down): -11.23 / -11.54 eV
Relative energy (zero: lowest compared OMol25 entry of this formula, charge and spin): 0.0 kcal/mol
M: 487.31 g mol⁻¹
Charge: +1

Geometry (Å):
C (-0.20, 0.42, -3.97)
C (0.32, 1.85, -4.19)
C (0.50, -0.52, -5.01)
C (-1.70, 0.40, -4.30)
H (0.25, -0.24, -6.05)
H (0.19, -1.56, -4.87)
H (1.59, -0.50, -4.93)
H (0.18, 2.20, -5.23)
H (1.39, 1.94, -3.97)
H (-0.21, 2.53, -3.52)
H (-1.92, 0.65, -5.35)
H (-2.22, 1.12, -3.66)
H (-2.14, -0.58, -4.11)
C (1.76, -0.31, -0.02)
C (2.11, -0.94, -1.27)
C (2.18, 0.08, -2.30)
H (2.36, -1.99, -1.41)
C (1.85, 1.35, -1.67)
C (1.65, 1.09, -0.27)
H (1.53, 1.85, 0.49)
H (1.64, -0.80, 0.94)
H (2.53, -0.05, -3.31)
H (1.83, 2.31, -2.17)
C (-1.87, -0.84, -0.20)
C (-0.76, -1.65, 0.13)
C (-0.26, -2.26, -1.08)
H (-0.40, -1.87, 1.14)
C (-1.06, -1.79, -2.19)
C (-2.04, -0.86, -1.63)
H (-2.79, -0.30, -2.20)
H (-2.54, -0.36, 0.49)
H (0.53, -3.02, -1.13)
H (-1.05, -2.17, -3.21)
W (0.13, -0.01, -1.75)
C (-2.38, 1.07, 3.08)
N (-1.37, 0.39, 3.86)
C (-1.68, 0.21, 5.27)
C (-0.05, 0.84, 3.58)
O (0.16, 1.87, 2.94)
N (1.00, 0.06, 4.06)
C (0.93, -1.32, 4.50)
C (2.33, 0.55, 3.83)
H (-2.48, 2.14, 3.33)
H (-3.35, 0.59, 3.22)
H (-2.11, 1.01, 2.02)
H (-1.98, -0.83, 5.48)
H (-0.78, 0.44, 5.86)
H (-2.51, 0.88, 5.58)
H (1.84, -1.81, 4.09)
H (1.00, -1.42, 5.59)
H (0.05, -1.85, 4.13)
H (2.97, -0.32, 3.63)
H (2.34, 1.24, 2.98)
H (2.72, 1.06, 4.73)

Results of the natural (NBO) charge analysis, in e, for atoms 1 through 5:
1 C -0.28
2 C -0.62
3 C -0.62
4 C -0.62
5 H 0.23

=====

# 3
Molecular formula: H4N5
Method: DFT, ωB97M-V/def2-TZVPD

Output
2S+1: 1
Total energy: -275.789143 Ha
Highest occupied orbital energy: -16.22 eV
SMILES string: N#[N+]N(N)N
Relative energy (zero: lowest compared OMol25 entry of this formula, charge and spin): 61.7 kcal/mol
M: 74.07 g mol⁻¹
Charge: +1

Geometry (Å):
N (2.22, -1.11, 0.01)
N (1.41, -0.54, 0.55)
N (-0.20, -0.38, -0.01)
N (-0.97, 0.06, 0.96)
N (-0.24, 0.25, -1.12)
H (-0.65, -0.50, 1.70)
H (-1.34, 1.00, 1.17)
H (0.39, -0.05, -1.94)
H (-0.61, 1.26, -1.33)

Results of the natural (NBO) charge analysis, in e, for atoms 1 through 5:
1 N 0.13
2 N -0.04
3 N 0.18
4 N -0.49
5 N -0.47

=====

# 4
Molecular formula: H4NO2P2
Method: DFT, ωB97M-V/def2-TZVPD

Output
2S+1: 1
Total energy: -890.274514 Ha
Highest occupied orbital energy (spin up / spin down): -3.44 / -3.36 eV
Relative energy (zero: lowest compared OMol25 entry of this formula, charge and spin): 128.9 kcal/mol
M: 111.98 g mol⁻¹
Charge: -1

Geometry (Å):
N (0.86, 0.79, -1.02)
O (1.17, 0.89, 1.56)
O (1.57, -2.29, -0.09)
P (-1.50, -0.32, 0.58)
P (0.68, 0.00, 0.49)
H (0.84, 0.07, -1.74)
H (1.76, 1.24, -1.03)
H (-1.32, -0.88, 1.84)
H (-1.32, -1.54, -0.05)

Results of the natural (NBO) charge analysis, in e, for atoms 1 through 5:
1 N -1.20
2 O -1.14
3 O -0.98
4 P -0.15
5 P 1.67